a.
{
  "formula": "C3H4O2S2",
  "method": "the ωB97M-V functional and the def2-TZVPD basis",
  "homo_energy_ev": -9.41,
  "charge": 0,
  "smiles": "O=C(S)S.C=C=O",
  "species": ["S", "S", "O", "O", "C", "C", "C", "H", "H", "H", "H"],
  "xyz": [[-1.07188, 0.97695, -0.02959], [-2.53964, -1.71361, 0.71829], [-1.67017, -1.00558, -1.62599], [1.44960, -0.35145, -0.01942], [1.49707, -1.76329, -1.98724], [-1.71155, -0.64642, -0.49839], [1.58309, -0.94139, -1.02052], [0.49701, -1.72455, -2.43030], [-2.70479, -2.53885, -0.21178], [-0.96591, 0.89990, 1.28899], [2.31050, -1.96312, -2.65730]],
  "mulliken_charge": [-0.201, -0.177, -0.457, -0.400, -0.907, 0.494, 0.805, 0.267, 0.123, 0.154, 0.299]
}

b.
{
  "formula": "C3H4O2S2",
  "method": "the ωB97M-V functional and the def2-TZVPD basis",
  "homo_energy_ev": [-9.41, -9.46],
  "charge": 0,
  "species": ["S", "S", "O", "O", "C", "C", "C", "H", "H", "H", "H"],
  "xyz": [[-1.37513, 0.37805, -0.89181], [1.85227, -1.19417, -0.12059], [0.65062, -2.01963, -0.09740], [3.10303, 1.75481, 0.69098], [2.18908, 1.60030, -0.10030], [1.50229, 0.37882, -0.22126], [-2.29292, -0.67965, 0.21163], [1.81802, 2.41696, -0.74197], [-2.02485, -0.45354, 1.24062], [-3.34757, -0.46323, 0.04863], [-2.07483, -1.71874, -0.01853]],
  "mulliken_charge": [-0.013, 0.367, -0.436, -0.436, 0.202, -0.123, -0.689, 0.283, 0.252, 0.330, 0.264]
}

Top of the stability list: a, leading by 88.4 kcal/mol.

a.
{
  "formula": "C3H4O2S2",
  "method": "the ωB97M-V functional and the def2-TZVPD basis",
  "homo_energy_ev": [-8.67, -7.50],
  "charge": 0,
  "species": ["S", "S", "O", "O", "C", "C", "C", "H", "H", "H", "H"],
  "xyz": [[0.61085, -2.05014, 0.57285], [-0.71511, 0.95005, 0.81643], [-2.67478, -0.01615, -0.99327], [-3.33157, -0.04154, 0.33848], [0.70619, 0.62831, -0.24959], [1.57495, -0.56869, 0.27764], [-1.98395, 0.08963, 0.18568], [2.26091, -0.11032, 1.00551], [2.28845, -0.83324, -0.56807], [1.05447, 1.66783, -0.13954], [0.20960, 0.28426, -1.24612]],
  "mulliken_charge": [-0.193, -0.030, -0.217, -0.211, -0.633, -0.470, 0.472, 0.325, 0.270, 0.351, 0.336]
}

b.
{
  "formula": "C3H4O2S2",
  "method": "the ωB97M-V functional and the def2-TZVPD basis",
  "homo_energy_ev": -8.70,
  "charge": 0,
  "smiles": "O=C/C(=C/O)SS",
  "species": ["S", "S", "O", "O", "C", "C", "C", "H", "H", "H", "H"],
  "xyz": [[-0.19319, 1.81186, 2.76743], [-1.46968, 1.27724, 1.23343], [-1.38657, -1.76868, 0.42889], [1.12581, 2.32017, -0.07430], [0.90980, 1.14104, -0.13759], [-0.50114, -0.91574, -0.14417], [-0.31822, 0.46801, 0.12055], [-1.53390, -2.49403, -0.21718], [1.72170, 0.32852, -0.29561], [-0.13565, -1.38753, -1.05649], [-0.00685, 3.16534, 2.81498]],
  "mulliken_charge": [-0.233, -0.039, -0.422, -0.482, 0.062, -0.071, 0.155, 0.372, 0.222, 0.262, 0.174]
}

c.
{
  "formula": "C3H4O2S2",
  "method": "the ωB97M-V functional and the def2-TZVPD basis",
  "homo_energy_ev": -9.66,
  "charge": 0,
  "species": ["S", "S", "O", "O", "C", "C", "C", "H", "H", "H", "H"],
  "xyz": [[3.35979, 0.32741, -0.14448], [-0.78217, -0.84464, -0.12347], [1.75666, -1.61576, 0.28428], [0.31061, 1.63862, 0.20726], [1.87140, -0.29189, 0.01975], [-2.19856, 0.31943, -0.00016], [0.52998, 0.41641, -0.05767], [-1.60462, 1.48292, -0.44713], [-2.84935, 0.61237, 1.23554], [2.75550, -1.66729, 0.13753], [-3.14924, -0.37759, -1.11144]],
  "mulliken_charge": [-0.319, 0.050, -0.360, -0.530, 0.288, -0.711, 0.523, 0.266, 0.262, 0.295, 0.236]
}

Top of the stability list: b, leading by 82.6 kcal/mol.

a.
{
  "formula": "C2H8IN2",
  "method": "the ωB97M-V functional and the def2-TZVPD basis",
  "homo_energy_ev": -14.03,
  "charge": 1,
  "species": ["I", "N", "N", "C", "C", "H", "H", "H", "H", "H", "H", "H", "H"],
  "xyz": [[-1.73060, 0.01476, 2.29629], [-1.05941, -1.31325, -0.32509], [1.47043, -0.43851, 0.85689], [-0.89779, 1.21964, -0.53649], [-1.00423, -0.09414, 0.17274], [1.69610, 0.46561, 0.40661], [-0.58389, -1.53965, -1.12835], [-1.32583, -2.05012, 0.30663], [-1.23003, 2.03554, 0.14885], [1.52282, -1.13648, 0.08160], [2.24309, -0.61635, 1.55824], [-1.67155, 1.26212, -1.34831], [0.07094, 1.42709, -0.93927]],
  "mulliken_charge": [0.218, -0.318, -0.652, -0.912, 0.415, 0.226, 0.269, 0.220, 0.364, 0.242, 0.271, 0.335, 0.322]
}

b.
{
  "formula": "C2H8IN2",
  "method": "the ωB97M-V functional and the def2-TZVPD basis",
  "homo_energy_ev": -13.47,
  "charge": 1,
  "species": ["I", "N", "N", "C", "C", "H", "H", "H", "H", "H", "H", "H", "H"],
  "xyz": [[1.65063, 0.32466, -2.39994], [0.58157, 1.08711, 1.06859], [0.44135, -1.19771, 0.99865], [0.00860, -0.01936, 0.62905], [-1.20398, 0.14421, -0.18541], [0.12612, 1.94373, 0.81759], [-1.36972, 1.20877, -0.12337], [-2.10525, -0.29663, 0.47874], [-0.00970, -2.03711, 0.88180], [1.26417, -1.25825, 1.69560], [0.48711, 1.07356, -3.06542], [-1.22455, -0.26662, -1.13104], [1.29028, 1.06953, 1.80333]],
  "mulliken_charge": [-0.052, -0.333, -0.353, 0.782, -1.078, 0.212, 0.330, 0.350, 0.216, 0.246, 0.118, 0.342, 0.220]
}

c.
{
  "formula": "C2H8IN2",
  "method": "the ωB97M-V functional and the def2-TZVPD basis",
  "homo_energy_ev": -13.76,
  "charge": 1,
  "smiles": "C[NH2+][C@@H](N)I",
  "species": ["I", "N", "N", "C", "C", "H", "H", "H", "H", "H", "H", "H", "H"],
  "xyz": [[1.56457, 0.05998, -2.03130], [1.55452, -0.82558, 1.04692], [-0.59665, -0.14814, 0.20216], [-1.58066, 0.65642, -0.64293], [0.93454, 0.06180, 0.13805], [-0.72697, -1.32885, -0.25550], [-2.50222, 0.04571, -0.80479], [-1.69411, 1.55671, -0.13586], [-1.25659, 1.03982, -1.63183], [2.27038, -0.35066, 1.53627], [1.21812, 1.06267, 0.57803], [1.69462, -1.81292, 0.86037], [-0.87954, -0.01697, 1.14041]],
  "mulliken_charge": [0.159, -0.429, -0.279, -0.759, -0.501, 0.472, 0.319, 0.354, 0.294, 0.239, 0.543, 0.232, 0.355]
}

Top of the stability list: b, leading by 28.4 kcal/mol.

a.
{
  "formula": "C2H3ClO2",
  "method": "the ωB97M-V functional and the def2-TZVPD basis",
  "homo_energy_ev": -11.00,
  "charge": 0,
  "smiles": "COC(=O)Cl",
  "species": ["Cl", "O", "O", "C", "C", "H", "H", "H"],
  "xyz": [[-0.71057, 0.07366, -2.03097], [1.29530, -1.46662, -1.54228], [0.70692, -0.10725, 0.08739], [-0.30027, 0.40902, 0.90703], [0.58063, -0.65310, -1.03392], [-0.47575, 1.33406, 0.81407], [0.11234, 0.56354, 2.00346], [-1.20859, -0.15332, 0.79523]],
  "mulliken_charge": [-0.191, -0.449, -0.252, -0.832, 0.661, 0.454, 0.248, 0.362]
}

b.
{
  "formula": "C2H3ClO2",
  "method": "the ωB97M-V functional and the def2-TZVPD basis",
  "homo_energy_ev": -10.38,
  "charge": 0,
  "smiles": "O=CCl.C=O",
  "species": ["Cl", "O", "O", "C", "C", "H", "H", "H"],
  "xyz": [[2.83991, -0.86094, 0.15125], [1.37718, 1.42202, 0.25874], [-1.26903, 0.01258, -0.74156], [-1.78045, -0.39159, 0.25277], [1.70690, 0.44504, -0.31517], [1.25433, 0.29681, -1.24760], [-1.86530, -1.39211, 0.66955], [-2.26355, 0.46818, 0.97203]],
  "mulliken_charge": [-0.158, -0.331, -0.369, -0.066, 0.136, 0.349, 0.263, 0.177]
}

c.
{
  "formula": "C2H3ClO2",
  "method": "the ωB97M-V functional and the def2-TZVPD basis",
  "homo_energy_ev": -9.24,
  "charge": 0,
  "smiles": "C=C=O.OCl",
  "species": ["Cl", "O", "O", "C", "C", "H", "H", "H"],
  "xyz": [[-2.82159, 0.99564, -0.35108], [-1.39922, 0.55008, 0.51053], [1.04241, -2.02724, 0.46871], [1.29541, 0.14375, -0.57717], [1.05709, -0.94135, 0.07699], [2.27361, 0.74222, -0.31780], [0.37270, 0.71328, -0.84470], [-1.82042, -0.17638, 1.03451]],
  "mulliken_charge": [0.004, -0.406, -0.354, -0.801, 0.690, 0.222, 0.269, 0.376]
}

Top of the stability list: a, leading by 9.1 kcal/mol.